## P
# C7H10

A structure of composition C7H10 (wB97M-V/def2-TZVPD, OMol25).

Its HOMO-LUMO gap is 9.79 eV. The calculation puts the HOMO energy at -0.321 Ha.

Cartesian coordinates (Å):
C  -0.386  -0.732  -1.826
C  -0.005  -0.205  -0.454
C  -1.160  0.235  0.494
C  -0.003  0.857  1.298
C  0.618  1.207  -0.095
C  0.838  -0.393  1.620
C  0.833  -1.074  0.474
H  0.469  -0.982  -2.463
H  -0.973  -1.651  -1.692
H  -1.027  -0.032  -2.376
H  -1.759  -0.551  0.963
H  -1.793  1.005  0.033
H  -0.179  1.569  2.111
H  1.697  1.413  -0.058
H  0.109  1.918  -0.742
H  1.364  -0.608  2.541
H  1.356  -1.974  0.172

Atomic partial charges in e from the Mulliken method, atoms 1 to 5: atom 1 (C): -1.6265, atom 2 (C): 0.7931, atom 3 (C): -0.5896, atom 4 (C): -0.3021, atom 5 (C): -0.6609

=====

## Q
# C7H10

A structure of composition C7H10 (wB97M-V/def2-TZVPD, OMol25).

Its HOMO-LUMO gap is 8.78 eV. The calculation puts the HOMO energy at -0.290 Ha.

Cartesian coordinates (Å):
C  -1.166  0.540  1.557
C  -1.158  -0.311  0.279
C  -0.888  0.660  -0.897
C  0.644  0.670  -0.771
C  0.972  -0.830  -0.952
C  0.243  -0.952  0.396
C  0.810  0.440  0.758
H  0.068  1.164  1.364
H  -0.882  -0.134  2.394
H  -2.040  -0.949  0.183
H  -1.350  1.635  -0.727
H  -1.205  0.275  -1.871
H  1.199  1.451  -1.291
H  0.563  -1.332  -1.835
H  2.039  -1.056  -0.858
H  0.350  -1.808  1.064
H  1.799  0.538  1.207

Atomic partial charges in e from the Mulliken method, atoms 1 to 5: atom 1 (C): -0.8388, atom 2 (C): -0.0250, atom 3 (C): -0.8245, atom 4 (C): -0.3878, atom 5 (C): -0.7390

=====

Tell me which of them is the most stable. Sure, it is P.